# 1
This record from the Open Molecules 2025 dataset describes an isolated molecule of C21H14ClN5O3. The level of theory is the ωB97M-V functional and the def2-TZVPD basis.

Structure (ORCA input):
```
! RIJCOSX wB97M-V def2-TZVPD def2/J DEFGRID3
* xyz 0 1
O -1.9666 2.9295 -0.1667
C -1.5729 3.2463 -1.2620
N -0.7787 2.3553 -1.9964
N -0.1156 1.1484 -1.7077
C -0.3262 0.4753 -0.5986
C 0.3106 -0.7458 -0.1148
C -0.5030 -1.6277 0.6350
O -1.8507 -1.3570 0.8515
N 0.1136 -2.7741 1.1781
C -0.5314 -3.6469 1.9973
C -0.0943 -3.7813 3.3098
C -0.7322 -4.7415 4.1886
C -1.7377 -5.5797 3.6298
Cl -2.3312 -6.7213 4.8318
C -2.2084 -5.1775 2.3442
N -1.7077 -4.2680 1.5232
C 1.4563 -3.0435 0.8766
O 1.9788 -4.1825 0.9734
C 2.3311 -2.1103 0.1252
C 3.7125 -2.2520 0.0117
C 4.6007 -1.3599 -0.6084
C 4.0433 -0.3884 -1.3046
C 2.5296 -0.2205 -1.2552
C 1.7260 -0.9655 -0.4180
C -1.6221 4.6734 -1.7550
C -2.7579 5.5467 -1.6515
C -2.7832 6.8787 -2.1555
N -1.5810 7.4401 -2.5021
C -0.4427 6.6494 -2.5633
C -0.4211 5.2977 -2.2742
H -0.9005 2.5933 -2.9308
H -1.1270 0.8798 0.0246
H -2.2126 -2.2177 1.2198
H 0.7487 -3.1775 3.6632
H -0.3592 -4.9363 5.2413
H -3.0739 -5.8006 1.8840
H 4.2264 -3.1544 0.3361
H 5.6776 -1.6155 -0.7243
H 4.5692 0.4606 -1.8441
H 2.2705 0.6312 -1.8298
H -3.7603 5.1235 -1.2596
H -3.6365 7.5426 -2.3567
H 0.3671 7.2039 -2.9907
H 0.4727 4.7698 -2.5752
*
```

- HOMO (eV) = -7.94
- SMILES string = O=C(N/N=C/c1c(O)n(-c2ccc(Cl)cn2)c(=O)c2ccccc12)c1ccncc1
- E (Eh) = -1768.2159
- orbital gap (eV) = 7.56

---

# 2
This record from the Open Molecules 2025 dataset describes a structure of composition C18H45N3O10SSn3. The level of theory is the ωB97M-V functional and the def2-TZVPD basis.

Structure (ORCA input):
```
! RIJCOSX wB97M-V def2-TZVPD def2/J DEFGRID3
* xyz 4 1
Sn 4.4835 -0.2000 -2.9118
Sn 1.7453 3.9298 -1.2702
Sn 0.5918 -2.7637 1.1182
S 1.4964 0.5172 -0.7635
O 1.5766 -0.2764 0.4811
O 0.5054 1.5922 -0.5792
O 2.7965 1.2115 -1.0719
O 1.2019 -0.3018 -1.9350
C -1.5769 5.3512 -0.4514
O -1.0419 4.6497 -1.5795
C -1.8765 3.5647 -1.9876
C -1.4342 3.0207 -3.3285
N -0.0284 2.6451 -3.3026
C 0.2668 1.8958 -4.5537
C 0.0103 2.5207 -5.9184
O -1.3094 2.2917 -6.3289
C -1.7406 3.1373 -7.4030
H -0.7548 5.9462 -0.0443
H -1.8982 4.6808 0.3458
H -2.3013 6.1306 -0.6888
H -2.9026 3.9345 -2.0456
H -1.8804 2.8286 -1.1791
H -1.7338 3.6831 -4.1386
H -2.1071 2.1596 -3.4250
H 0.1279 2.0564 -2.5025
H -0.1731 0.8957 -4.5455
H 1.3471 1.7079 -4.5739
H 0.5481 2.0117 -6.7295
H 0.3438 3.5639 -5.9563
H -1.2478 2.7073 -8.2806
H -1.4364 4.1725 -7.2498
H -2.8060 3.0363 -7.5918
C 5.4972 0.4833 3.2978
O 4.5723 -0.5125 3.7994
C 3.2507 -0.0859 3.8120
C 2.3227 -1.2913 4.1109
N 0.9128 -1.1043 3.7463
C 0.2170 0.0828 4.2816
C 0.1685 0.2923 5.8225
O -0.5318 -0.8241 6.2945
C -0.7610 -0.9219 7.7012
H 5.1985 0.7014 2.2711
H 6.5001 0.0690 3.3589
H 5.4485 1.3143 4.0023
H 2.9850 0.4021 2.8648
H 3.1041 0.6732 4.5894
H 2.4370 -1.5989 5.1520
H 2.6808 -2.1461 3.5282
H 0.4170 -1.7766 4.3370
H -0.7887 0.0861 3.8615
H 0.7134 0.9437 3.8241
H -0.2557 1.2677 6.0697
H 1.2222 0.3353 6.1239
H -0.9880 0.0759 8.0799
H 0.1899 -1.2613 8.1183
H -1.5656 -1.6325 7.8628
C -1.1678 -5.9761 0.7810
O -0.4105 -5.2002 -0.1052
C -0.9749 -5.1963 -1.4168
C -0.2879 -4.2027 -2.3188
N -0.4149 -2.8403 -1.7788
C -1.8103 -2.3980 -1.8471
C -1.9922 -1.1307 -1.0450
O -1.8724 -1.4133 0.3669
C -1.8374 -0.2740 1.1973
H -0.8515 -5.8951 1.8238
H -1.2533 -7.0222 0.4841
H -2.1898 -5.6216 0.9691
H -2.0659 -5.1798 -1.4126
H -0.6995 -6.2121 -1.7233
H -0.5199 -4.2551 -3.3850
H 0.7672 -4.4933 -2.3408
H 0.3167 -2.2524 -2.1472
H -2.4875 -3.1565 -1.4633
H -2.0973 -2.1781 -2.8789
H -2.9945 -0.7413 -1.2415
H -1.3067 -0.3759 -1.4396
H -0.9734 0.3868 1.0893
H -1.8556 -0.5415 2.2548
H -2.7596 0.2973 1.0590
*
```

- HOMO (eV) = -17.20
- relative energy (zero: lowest compared OMol25 entry of this formula, charge and spin) (eV) = 1.393
- E (Eh) = -2668.8408
- orbital gap (eV) = 1.56

---

# 3
This record from the Open Molecules 2025 dataset describes an isolated molecule of C4H11NS2. The level of theory is the ωB97M-V functional and the def2-TZVPD basis.

Structure (ORCA input):
```
! RIJCOSX wB97M-V def2-TZVPD def2/J DEFGRID3
* xyz 0 1
C 2.9766 2.3947 -1.8136
N 1.7961 1.5272 -1.4933
C 1.1553 1.9090 -0.2327
C -0.0308 0.9877 0.1908
C 0.2434 -0.4907 -0.1054
S -0.5353 -1.5940 1.1228
S -2.5458 -1.5277 0.6322
H 2.7736 2.9147 -2.7423
H 3.1660 3.0030 -0.9381
H 3.7690 1.6927 -2.0574
H 2.1344 0.5693 -1.4749
H 1.8268 1.9089 0.6338
H 0.7835 2.8996 -0.4838
H -0.9882 1.4035 -0.1075
H 0.0342 1.0583 1.2783
H 1.3259 -0.5957 -0.0153
H -0.0101 -0.9243 -1.0705
H -2.6948 -2.4828 -0.3113
*
```

- HOMO (eV) = -8.89
- SMILES string = CNCCCSS
- relative energy (zero: lowest compared OMol25 entry of this formula, charge and spin) (eV) = 1.085
- E (Eh) = -1010.0985
- orbital gap (eV) = 9.44